140
Properties=species:S:1:pos:R:3 method="wB97M-V/def2-TZVPD" smiles="CB(O)c1c(CCCCCCCCOC(C)=O)c(CN)c2nc(P(=O)(O)O)c(CCC(C)C)nc2c1C.CO.CO.CO.CO.CO.CO.CO.CO.CO.CO" gap_ev=8.0810 multiplicity=1 max_force_ha_per_bohr=0.026 total_energy_ev=-85873.797 lumo_ev=-0.24
P 1.87 2.10 -4.28
O 2.81 1.37 -5.37
O 1.21 0.78 9.01
O 0.44 2.23 -5.02
O -8.35 0.93 -1.59
O 10.60 4.24 -8.33
O 5.68 -5.45 5.09
O -3.61 -1.22 3.29
O 4.55 -0.22 6.07
O 8.43 4.27 -5.34
O -0.92 -2.65 2.67
O 3.42 -2.22 3.65
O -9.42 -0.99 -2.04
O -4.51 3.10 3.30
O 2.32 3.42 -3.83
O -7.02 5.03 -1.40
O -1.06 -7.21 3.10
N 0.46 0.29 -2.98
N -1.38 -1.42 -4.47
N 2.27 -0.08 -0.85
C -6.35 1.44 1.25
C 2.53 0.73 -1.84
C 1.69 -1.82 1.31
C 0.86 -0.23 8.06
C -5.13 1.78 0.35
C 1.60 0.92 -2.91
C 4.85 -5.80 3.99
C -1.16 -4.71 1.22
C -1.10 -1.23 -1.96
C -4.57 4.30 4.07
C 0.16 -0.56 -1.95
C 1.06 -0.72 -0.89
C -1.46 -2.02 -0.90
C 5.69 3.09 -3.68
C -4.88 0.62 -0.63
C 7.16 1.69 -2.19
C -4.04 -1.76 -0.79
C 3.95 0.93 6.65
C -0.16 -8.24 3.49
C 3.87 1.43 -1.82
C 0.70 -1.59 0.18
C 11.42 3.13 -8.00
C -0.53 -2.20 0.18
C -4.31 -1.69 4.44
C 6.05 1.66 -3.25
C -9.20 0.16 -2.29
C -8.08 4.86 -2.33
C -8.38 0.69 -0.16
C -2.81 -2.70 -0.82
C -7.68 1.83 0.58
C -9.87 0.86 -3.45
C 9.33 5.36 -5.46
C 4.87 0.78 -2.81
C -2.01 -1.05 -3.18
C -3.83 -0.39 -0.11
C 2.87 -2.73 4.87
B -0.88 -3.15 1.39
H -1.57 -7.53 2.36
H -0.50 -1.90 -4.30
H 4.55 -0.10 5.11
H 4.26 1.27 -0.81
H -9.43 0.66 0.14
H -10.85 1.22 -3.15
H 7.96 2.33 -2.56
H -7.98 3.91 -2.86
H -2.30 0.00 -3.19
H -4.46 1.05 -1.55
H 3.94 0.80 7.73
H 3.83 -5.86 4.35
H -9.02 4.86 -1.77
H 1.91 -2.89 1.34
H -0.29 -5.27 1.56
H 1.78 -2.68 4.80
H -4.43 4.09 5.13
H 5.13 -6.77 3.57
H 0.42 -7.87 4.34
H 1.28 -1.54 2.27
H 4.35 0.35 -3.67
H -0.70 -9.14 3.81
H 2.64 -1.33 1.13
H 2.59 1.75 -6.24
H -1.15 -0.56 -4.94
H 4.52 1.83 6.41
H 6.80 2.09 -1.24
H 10.07 3.99 -9.10
H 8.80 6.27 -5.76
H 0.55 0.23 7.11
H 4.37 -2.27 3.73
H -4.06 -1.10 5.32
H -7.96 -0.29 0.07
H 0.52 -8.50 2.68
H -8.11 5.69 -3.05
H -8.36 2.15 1.36
H 0.27 1.42 -5.53
H -2.88 -1.68 -3.08
H 6.59 -5.40 4.77
H 0.44 1.33 9.16
H 9.78 5.53 -4.48
H 3.76 2.50 -1.95
H -4.24 2.00 0.94
H -4.49 -1.61 -1.77
H -1.30 -4.98 0.17
H -6.33 0.36 1.39
H 3.20 -2.12 5.71
H -2.89 -3.35 0.05
H -4.00 -0.49 0.96
H 6.49 1.17 -4.13
H -9.27 1.69 -3.81
H 1.73 -0.85 7.89
H -2.67 -1.30 3.46
H 3.17 -3.76 5.02
H 12.09 2.87 -8.82
H -6.20 5.04 -1.89
H -6.26 1.96 2.20
H -2.90 -3.36 -1.69
H -2.02 -5.04 1.80
H 2.92 1.04 6.30
H 5.30 3.64 -2.83
H 12.02 3.41 -7.13
H -2.86 0.04 -0.32
H -4.82 -2.27 -0.21
H -5.39 2.66 -0.24
H 5.30 -0.07 -2.28
H -5.81 0.13 -0.94
H -3.81 5.01 3.74
H 4.90 -5.04 3.21
H 6.62 3.59 -3.96
H 8.03 4.13 -6.20
H -7.57 2.66 -0.13
H 5.00 3.12 -4.52
H -5.55 4.74 3.92
H 10.11 5.14 -6.18
H -4.07 -2.74 4.64
H 10.82 2.26 -7.73
H -9.99 0.16 -4.27
H 7.57 0.69 -2.04
H -3.64 2.71 3.43
H 0.05 -0.86 8.44
H -5.37 -1.60 4.24
H -0.95 -3.40 3.28


133
Properties=species:S:1:pos:R:3 method="wB97M-V/def2-TZVPD" gap_ev=8.3124 multiplicity=1 max_force_ha_per_bohr=0.059 total_energy_ev=-63046.291 charge=+1 lumo_ev=-1.77
Cs 0.58 0.70 1.41
O -0.63 2.45 -0.89
O -2.98 0.56 0.91
O -0.84 -3.62 -4.39
O 2.81 2.78 1.62
O -0.37 -2.51 1.83
O 4.18 -0.64 -2.26
O 4.28 -0.42 3.84
O -0.01 0.84 4.39
N 2.48 -1.67 1.94
N -0.84 -4.47 -3.26
N -2.08 2.14 3.06
N 2.98 1.42 -0.96
N -0.73 3.83 -1.38
C 3.90 -1.38 1.69
C 2.80 -0.68 -2.14
C 0.74 -3.37 2.29
C 4.54 -0.17 2.50
C -1.55 2.66 4.30
C -3.86 0.97 1.99
C -0.93 -3.76 -1.96
C -1.07 3.85 -2.81
C 4.87 -1.80 -2.17
C 5.33 0.00 4.72
C 2.34 0.77 -2.10
C -2.23 2.89 -3.20
C -1.57 -2.84 2.52
C -0.95 -6.38 -4.74
C -1.40 5.29 -3.25
C 0.49 -0.19 5.25
C 3.22 3.44 0.44
C 0.14 3.39 -3.65
C -0.99 1.61 5.13
C -3.04 1.03 3.23
C -1.50 4.57 -0.35
C -2.86 3.89 0.08
C -1.65 -5.68 -3.55
C 2.09 -3.06 1.62
C -1.78 5.92 -0.90
C -0.83 -4.77 -0.80
C 3.29 3.35 2.83
C -3.14 -5.41 -3.96
C -2.17 -2.88 -1.79
C -1.84 -5.89 -1.03
C -1.63 -6.61 -2.35
C -3.74 0.34 -0.27
C 2.62 2.81 -0.84
C -2.38 5.94 -2.31
C 0.32 -2.84 -1.77
C -0.60 4.75 0.83
H -0.84 6.49 -0.83
H -1.45 -2.65 3.60
H -4.26 1.98 1.85
H 1.55 2.97 -0.82
H 1.28 0.91 -2.00
H -4.68 0.21 2.02
H -1.91 1.91 -2.83
H 2.59 -1.16 -1.20
H 5.34 1.06 4.91
H -3.72 1.17 4.09
H 3.07 4.51 0.52
H 2.72 2.92 3.62
H 1.98 -3.14 0.52
H -2.36 -2.14 2.21
H 0.17 -6.35 -4.66
H -4.22 1.31 -0.54
H -2.33 3.15 4.87
H -1.75 -3.54 -4.76
H -0.62 -7.05 -2.31
H 4.33 3.31 0.42
H -0.94 -4.21 0.12
H -3.26 -4.88 -4.95
H 6.32 -0.23 4.39
H -2.46 6.39 -0.19
H -2.85 -5.38 -0.95
H 0.37 2.30 -3.48
H -0.17 3.55 -4.72
H -1.23 5.24 1.56
H -1.20 -5.98 -5.71
H -2.11 -2.11 -2.57
H 1.25 -3.33 -1.98
H 4.49 -2.26 1.98
H -1.86 1.02 5.48
H 3.99 1.34 -0.98
H -1.24 -7.41 -4.72
H 5.59 -0.18 2.25
H -3.80 -4.92 -3.24
H -2.51 2.74 -4.29
H -3.11 -3.39 -1.82
H -3.63 -6.37 -4.15
H 0.84 -3.26 3.41
H 0.77 0.37 6.13
H 0.25 -2.07 -2.58
H -2.55 2.91 2.64
H -2.96 -0.02 -1.01
H 0.21 -5.12 -0.82
H -0.28 3.80 1.23
H -1.74 -6.54 -0.11
H -3.17 3.19 -2.71
H 0.29 5.36 0.64
H -3.38 4.31 0.96
H -3.39 5.53 -2.26
H 4.02 -1.16 0.62
H -0.34 -0.87 5.52
H -1.77 -3.89 2.41
H -2.38 -7.36 -2.45
H 1.02 4.01 -3.42
H 2.48 -1.61 2.97
H -4.54 -0.38 -0.08
H -2.46 0.13 3.43
H -3.56 3.90 -0.75
H 2.90 -3.76 1.97
H 2.94 3.40 -1.72
H -0.77 3.42 4.07
H 4.65 -2.41 -3.07
H 2.27 -1.28 -2.89
H -0.47 2.01 6.00
H -0.50 5.84 -3.20
H 4.65 -2.38 -1.26
H 4.09 0.79 2.22
H -1.52 2.09 -0.94
H 5.94 -1.60 -2.15
H 0.18 -2.30 -0.85
H 4.39 3.22 2.92
H -2.53 6.99 -2.61
H -2.65 2.87 0.44
H 2.99 4.41 2.75
H 5.27 -0.57 5.62
H 2.70 1.35 -2.96
H -1.84 5.25 -4.26
H 0.47 -4.45 2.11
H -2.17 -2.35 -0.83
H 1.29 -0.75 4.80


146
Properties=species:S:1:pos:R:3 method="wB97M-V/def2-TZVPD" gap_ev="8.5744 / 2.8569" relative_energy_kcal_mol=0.00 multiplicity=2 max_force_ha_per_bohr=0.066 total_energy_ev=-102066.393 lumo_ev="-0.27 / -5.98"
P 0.01 -0.30 -0.81
F 0.38 -0.86 0.67
F -0.42 0.40 -2.25
F 1.51 0.38 -0.93
F -0.41 1.11 -0.04
F 0.51 -1.66 -1.55
F -1.50 -0.88 -0.82
O -2.47 5.62 8.17
O -0.33 4.02 3.71
O 0.74 5.06 -2.63
O -5.45 -6.07 -4.99
O 9.17 5.42 -1.12
O -4.40 -1.05 -3.38
O 2.11 2.72 -4.40
O -5.44 -3.74 -3.18
O -2.39 5.43 5.38
O 4.04 4.12 0.88
O -4.80 -8.13 -0.49
O 3.51 -0.08 -4.58
O -1.93 -6.68 -1.09
O 6.11 5.84 -0.79
O -2.53 -1.63 4.11
O -0.75 -4.99 0.81
O 3.30 -6.49 0.35
N -0.65 -1.10 5.19
N 3.51 -4.25 0.40
C 3.02 -5.40 0.82
C 8.32 6.36 -1.77
C -0.21 4.60 -1.66
C -1.61 4.36 3.28
C -2.94 -7.24 -1.96
C -1.31 -5.54 -1.63
C 6.27 4.51 -0.26
C 0.58 4.56 -3.94
C -3.21 6.61 7.43
C -6.55 -5.15 -4.61
C -6.55 -4.56 -3.18
C 2.89 -2.97 0.62
C -4.59 -7.09 0.47
C -0.29 -5.06 -0.53
C -3.30 -0.22 -3.67
C -3.13 5.22 9.39
C -1.41 -1.16 4.06
C 10.46 5.45 -1.73
C 0.63 -0.37 5.20
C 4.72 -4.10 -0.43
C 2.71 1.91 -3.40
C -1.53 -3.82 1.12
C 0.75 3.04 -4.24
C 2.91 -0.30 -5.88
C 2.58 0.37 -3.67
C -2.59 6.69 6.02
C -3.63 -8.47 -1.29
C -4.23 -1.87 -2.19
C -5.62 -7.29 -4.29
C -2.10 5.64 3.97
C 7.18 6.75 -0.85
C 4.90 3.77 -0.24
C -0.04 2.66 3.61
C -5.37 -2.81 -2.05
C 2.67 3.67 0.86
C -1.00 -1.66 6.42
H -5.26 -7.15 1.33
H 5.50 -3.65 0.18
H 0.54 -5.76 -0.48
H -4.28 6.39 7.45
H 2.10 4.15 0.06
H -2.95 -8.95 -0.58
H 7.67 6.77 0.12
H 3.62 -2.25 0.98
H -1.70 7.32 6.10
H -0.88 -2.95 1.02
H -6.60 -7.68 -4.57
H -6.56 -4.32 -5.31
H 1.44 -0.99 5.57
H 2.44 0.60 -6.29
H -2.32 -3.68 0.39
H -3.84 -9.14 -2.12
H 7.04 3.93 -0.76
H -0.36 4.87 -4.41
H -0.54 -2.63 6.63
H 11.03 6.36 -1.50
H 2.45 2.15 -2.37
H -1.33 6.40 3.83
H -4.93 -8.06 -4.63
H -3.55 -7.16 0.78
H 0.26 2.41 -3.51
H 3.70 -0.72 -6.50
H -2.08 -1.79 6.36
H -2.37 3.58 3.41
H -3.29 7.31 5.46
H 0.96 0.02 4.23
H -0.26 5.31 -0.84
H 2.85 -0.25 -2.82
H 0.60 0.52 5.82
H -1.92 -3.77 2.14
H -0.28 2.14 2.69
H -3.63 -6.41 -2.03
H -0.98 -0.66 3.18
H 4.59 -3.36 -1.22
H -3.07 6.03 10.12
H 5.15 2.71 -0.31
H -2.26 -0.46 -3.42
H 2.46 -2.61 -0.32
H -1.65 4.50 2.20
H 8.76 7.33 -1.99
H -6.34 -2.30 -2.06
H 0.49 2.75 -5.26
H 6.55 4.49 0.79
H -4.16 4.98 9.14
H 1.29 5.14 -4.53
H 11.03 4.66 -1.23
H 5.13 -5.02 -0.87
H 0.21 -4.11 -0.73
H -7.48 -4.03 -3.00
H -2.66 4.30 9.73
H -1.97 -4.69 -1.77
H -0.62 2.12 4.36
H -3.44 0.76 -3.22
H 2.16 -5.22 1.48
H 2.12 -3.02 1.39
H -0.72 -1.02 7.25
H -3.25 0.02 -4.73
H 6.89 7.71 -1.28
H -6.43 -5.26 -2.35
H 7.94 6.03 -2.74
H 4.36 4.07 -1.14
H -5.63 -7.13 -3.22
H -3.46 -2.64 -2.26
H -7.51 -5.64 -4.78
H 1.57 -0.01 -3.84
H -3.18 7.58 7.94
H 10.52 5.33 -2.81
H -0.78 -5.87 -2.52
H 1.04 2.60 3.78
H -5.25 -3.28 -1.08
H -4.16 -1.24 -1.30
H 2.17 4.09 1.73
H -2.57 -7.49 -2.95
H 2.39 2.63 0.73
H -3.00 5.82 3.38
H 3.74 2.23 -3.52
H -0.03 3.61 -1.24
H -1.23 4.51 -2.05
H 2.10 -1.02 -5.71
H -4.94 -6.17 0.00